Entry from the Open Molecules 2025 dataset: C18H21F3N2O5S2 in the gas phase at a distorted geometry (the ωB97M-V functional and the def2-TZVPD basis).

Output
SMILES = CCOc1ccc(S(=O)(=O)N(CC)CC)cc1NS(=O)(=O)c1ccc(F)c(F)c1F
ΔE to the lowest compared entry with this formula, charge and spin = 0.00 kcal/mol
maximum force = 1.08 eV Å⁻¹
orbital gap = 9.4 eV

Each line ends with the natural charge from an NBO analysis.
Cartesian coordinates (Å):
S 2.837 -0.077 1.389  2.33
S -2.834 -0.495 2.413  2.34
F 2.786 -0.328 -4.513  -0.29
F 3.996 1.769 -3.263  -0.29
F 4.029 1.862 -0.534  -0.30
O 2.094 -1.203 1.852  -0.93
O -2.348 -0.682 3.745  -0.94
O 1.201 2.693 -0.531  -0.52
O -4.115 0.121 2.219  -0.94
O 4.160 0.143 1.864  -0.91
N 1.950 1.307 1.655  -0.86
N -2.887 -1.978 1.679  -0.68
C 3.438 0.788 -2.546  0.24
C 2.225 -1.302 -2.445  -0.28
C 0.612 1.272 1.232  0.13
C 2.862 -0.181 -0.422  -0.43
C 0.213 1.998 0.092  0.29
C 2.086 4.487 -1.821  -0.62
C -1.783 -2.873 1.938  -0.23
C 2.816 -0.286 -3.178  0.36
C -1.628 0.482 1.503  -0.36
C -3.593 -2.056 0.421  -0.23
C 3.453 0.831 -1.155  0.43
C -0.675 -2.842 0.886  -0.64
C -1.116 1.957 -0.314  -0.29
C -2.033 1.196 0.395  -0.16
C 2.252 -1.242 -1.062  -0.16
C -0.312 0.513 1.929  -0.20
C 0.855 3.645 -1.529  -0.06
C -4.304 -3.394 0.245  -0.61
H 2.896 3.870 -2.196  0.22
H -3.072 1.171 0.107  0.24
H -0.011 -0.037 2.803  0.26
H -4.333 -1.255 0.459  0.24
H -1.387 -2.568 2.906  0.24
H 2.422 4.982 -0.914  0.22
H 0.170 -3.423 1.245  0.23
H -4.935 -3.357 -0.638  0.22
H 2.454 2.127 1.344  0.43
H -0.337 -1.822 0.722  0.21
H -1.442 2.506 -1.182  0.23
H 1.756 -2.120 -2.967  0.24
H -3.590 -4.205 0.125  0.20
H -2.176 -3.890 2.035  0.20
H 1.805 -2.011 -0.454  0.26
H 1.844 5.238 -2.568  0.22
H -1.017 -3.265 -0.057  0.20
H -4.924 -3.598 1.113  0.22
H 0.040 4.282 -1.163  0.18
H -2.919 -1.872 -0.428  0.18
H 0.520 3.124 -2.436  0.18

***

Entry from the Open Molecules 2025 dataset: C18H21InP2 as an isolated structure at a distorted geometry (the ωB97M-V functional and the def2-TZVPD basis).

Output
ΔE to the lowest compared entry with this formula, charge and spin = 46.92 kcal/mol
maximum force = 4.15 eV Å⁻¹
orbital gap (alpha / beta) = 4.6 / 4.6 eV

Each line ends with the natural charge from an NBO analysis.
Cartesian coordinates (Å):
In 0.752 -0.850 -1.210  0.48
P -0.879 0.558 -0.094  0.83
P -1.435 -2.480 -2.359  0.03
C 0.475 4.274 0.845  -0.23
C -0.220 3.059 0.827  -0.21
C -1.133 -1.288 4.123  -0.26
C -0.025 0.205 2.572  -0.29
C -1.037 -0.023 1.609  -0.27
C 0.095 2.083 -0.135  -0.30
C 1.814 3.535 -1.053  -0.22
C 2.508 -1.651 -2.514  -0.31
C -2.104 -1.579 3.161  -0.20
C -0.089 -0.408 3.830  -0.19
C 1.121 -3.088 -1.455  -0.36
C 1.091 2.339 -1.105  -0.22
C -2.459 0.808 -0.919  -0.94
C 2.067 -2.417 -0.447  -0.39
C -2.045 -0.975 1.904  -0.26
C 1.284 -2.423 -2.703  -0.39
C 1.503 4.490 -0.076  -0.19
C 2.926 -1.561 -1.176  -0.35
H -2.111 -3.285 -1.421  0.01
H 0.670 -0.164 4.582  0.22
H -2.902 -0.170 -1.157  0.24
H 0.586 -3.999 -1.272  0.25
H -2.788 -1.198 1.124  0.21
H 1.296 1.621 -1.919  0.25
H -2.310 1.334 -1.876  0.26
H 0.804 0.886 2.331  0.22
H -2.383 -1.573 -2.868  0.01
H 3.754 -0.928 -0.790  0.26
H 3.038 -1.230 -3.333  0.23
H -1.237 -3.392 -3.451  0.03
H -1.198 -1.748 5.094  0.21
H 0.195 5.036 1.578  0.22
H 2.167 -2.577 0.589  0.25
H 2.608 3.719 -1.783  0.22
H -2.935 -2.255 3.385  0.21
H 2.077 5.410 -0.047  0.21
H -1.025 2.865 1.540  0.23
H 0.662 -2.367 -3.614  0.26
H -3.178 1.406 -0.319  0.25

***

Entry from the Open Molecules 2025 dataset: C18H21IrN6O2SSe as an isolated structure at a distorted geometry (the ωB97M-V functional and the def2-TZVPD basis).

Output
ΔE to the lowest compared entry with this formula, charge and spin = 29.26 kcal/mol
maximum force = 1.55 eV Å⁻¹
orbital gap = 7.1 eV

Each line ends with the natural charge from an NBO analysis.
Cartesian coordinates (Å):
Ir -0.047 0.635 0.300  0.86
Se 1.727 -3.800 -0.499  -0.22
S 1.329 1.597 2.246  -0.09
O 2.408 1.479 -1.158  -0.49
O -2.406 2.568 0.452  -0.56
N -1.113 -0.345 -1.325  -0.42
N 1.001 -1.078 0.311  -0.64
N 0.724 0.849 4.740  -0.57
N 0.992 -0.840 3.231  -0.77
N -1.060 2.370 0.172  -0.16
N 1.265 1.840 -0.800  0.00
C -2.117 0.030 2.582  -0.23
C -3.476 -1.823 1.034  -0.17
C 1.756 4.147 -1.500  -0.66
C -2.042 -2.524 -1.573  -0.23
C 0.853 3.102 -0.926  -0.01
C -1.160 4.662 -0.678  -0.67
C -2.359 -1.162 0.530  -0.16
C -3.236 -0.622 3.093  -0.22
C 0.827 2.206 5.249  -0.42
C -1.853 -1.364 -0.832  0.25
C -1.443 -2.642 -2.812  -0.11
C -3.915 -1.557 2.320  -0.24
C -0.554 -0.458 -2.534  0.08
C 1.304 -2.153 -0.032  0.17
C -1.640 -0.238 1.296  -0.22
C -0.685 -1.590 -3.307  -0.25
C 0.979 0.469 3.482  0.36
C -0.478 3.349 -0.459  0.26
H -2.637 1.822 1.027  0.50
H -4.020 -2.532 0.421  0.21
H 0.609 0.119 5.426  0.39
H 1.071 -1.119 2.256  0.45
H 1.673 5.082 -0.945  0.21
H 0.010 0.401 -2.874  0.22
H -0.768 5.146 -1.570  0.23
H 1.524 4.361 -2.548  0.21
H -3.588 -0.391 4.092  0.21
H -1.621 0.767 3.205  0.20
H -2.606 -3.343 -1.153  0.23
H -0.040 2.436 5.866  0.21
H 0.529 -1.486 3.851  0.39
H 1.734 2.333 5.841  0.20
H -0.992 5.317 0.179  0.24
H -1.556 -3.553 -3.384  0.23
H -2.231 4.518 -0.785  0.25
H -0.189 -1.654 -4.264  0.23
H 2.780 3.784 -1.448  0.26
H -4.789 -2.060 2.712  0.21
H 0.862 2.893 4.409  0.24

***

Entry from the Open Molecules 2025 dataset: an isolated ion of composition C18H21N2O5 and charge -1 (the ωB97M-V functional and the def2-TZVPD basis).

Output
SMILES = CCCCCCC(=O)c1c([O-])[nH]c(=O)n(-c2ccc(OC)cc2)c1=O
net charge = -1
ΔE to the lowest compared entry with this formula, charge and spin = 2.84 kcal/mol
maximum force = 0.55 eV Å⁻¹
orbital gap = 7.5 eV

Each line ends with the natural charge from an NBO analysis.
Cartesian coordinates (Å):
O 3.437 -1.082 -1.288  -0.70
O -0.835 0.800 -0.476  -0.62
O -5.889 -0.419 -3.439  -0.50
O -0.180 -2.558 -3.480  -0.67
O 1.436 2.245 0.149  -0.60
N -0.511 -0.823 -2.024  -0.51
N 1.555 -1.793 -2.262  -0.65
C 0.249 -1.777 -2.646  0.80
C 3.229 0.832 0.794  -0.51
C -4.578 -0.599 -3.062  0.28
C 2.882 2.107 3.938  -0.40
C -1.885 -0.746 -2.361  0.13
C -6.734 -1.538 -3.434  -0.25
C -4.026 -1.807 -2.663  -0.34
C 2.225 -0.904 -1.398  0.66
C 1.866 0.034 2.821  -0.40
C 1.397 0.081 -0.803  -0.54
C -3.774 0.539 -3.097  -0.27
C 2.308 0.705 4.124  -0.38
C -2.440 0.467 -2.758  -0.15
C -0.010 0.111 -1.047  0.68
C 3.003 -0.266 1.836  -0.39
C -2.689 -1.874 -2.306  -0.11
C 3.072 2.820 5.272  -0.60
C 1.947 1.141 0.033  0.59
H -1.823 1.350 -2.785  0.23
H -6.378 -2.318 -4.117  0.17
H -4.219 1.473 -3.403  0.21
H 2.771 -1.184 1.294  0.22
H 3.050 0.074 4.624  0.18
H -6.839 -1.963 -2.429  0.17
H 3.982 0.489 0.085  0.26
H -2.265 -2.816 -1.997  0.21
H -7.705 -1.180 -3.773  0.19
H 1.437 0.772 4.784  0.19
H -4.620 -2.708 -2.618  0.21
H 2.119 2.931 5.786  0.19
H 3.933 -0.440 2.387  0.19
H 3.743 2.253 5.917  0.19
H 3.497 3.810 5.122  0.20
H 2.145 -2.477 -2.718  0.41
H 3.847 2.042 3.432  0.19
H 1.122 0.660 2.327  0.22
H 1.374 -0.906 3.088  0.19
H 2.208 2.686 3.304  0.21
H 3.564 1.758 1.263  0.20

***

Entry from the Open Molecules 2025 dataset: C18H21N3O in the gas phase at a distorted geometry (the ωB97M-V functional and the def2-TZVPD basis).

Output
SMILES = CC/N=c1\cc2oc3cc(NCC)c(C)cc3nc-2cc1C
ΔE to the lowest compared entry with this formula, charge and spin = 38.17 kcal/mol
maximum force = 2.41 eV Å⁻¹
orbital gap = 6.5 eV

Each line ends with the natural charge from an NBO analysis.
Cartesian coordinates (Å):
O -1.063 -0.288 0.330  -0.45
N 0.052 -1.547 4.829  -0.61
N -1.956 0.867 -4.253  -0.42
N 1.564 -1.240 -0.575  -0.35
C -0.108 -0.789 1.207  0.37
C -0.461 -0.898 2.538  -0.34
C -1.177 0.390 -3.310  0.21
C 0.146 -0.105 -3.752  0.03
C 1.166 -1.228 0.776  -0.02
C 0.971 -0.709 -2.819  -0.22
C 0.648 -0.759 -1.398  0.16
C 0.412 -1.369 3.502  0.21
C -4.161 1.354 -5.124  -0.60
C 2.042 -1.693 1.726  -0.16
C 1.717 -1.745 3.094  -0.06
C 2.724 -2.268 4.111  -0.64
C -1.365 -1.530 5.294  -0.21
C -1.619 -2.593 6.340  -0.62
C -1.524 0.335 -1.866  -0.30
C -3.350 1.120 -3.873  -0.27
C 0.601 -0.062 -5.203  -0.63
C -0.685 -0.236 -0.980  0.29
H 2.345 -3.164 4.617  0.21
H 0.785 -1.960 5.398  0.40
H -3.652 2.172 -5.652  0.21
H -2.059 -1.753 4.468  0.20
H 1.615 -0.431 -5.282  0.21
H 3.031 -2.016 1.375  0.23
H -1.308 -3.625 6.030  0.21
H 3.667 -2.514 3.621  0.23
H 0.609 0.930 -5.626  0.23
H 1.915 -1.144 -3.116  0.22
H -1.455 -0.559 2.866  0.22
H -3.465 1.989 -3.210  0.19
H -3.834 0.295 -3.342  0.18
H -2.432 0.743 -1.469  0.22
H -1.592 -0.559 5.744  0.19
H -5.179 1.728 -4.855  0.20
H -2.674 -2.630 6.601  0.22
H -1.094 -2.374 7.271  0.20
H 2.929 -1.541 4.896  0.21
H -0.023 -0.761 -5.789  0.23
H -4.238 0.504 -5.817  0.21

***

Entry from the Open Molecules 2025 dataset: C18H21N3O3 in the gas phase at a distorted geometry (the ωB97M-V functional and the def2-TZVPD basis).

Output
SMILES = Cc1cn([C@H](/C=C/N2CCOCC2)c2ccccc2)c(=O)[nH]c1=O
ΔE to the lowest compared entry with this formula, charge and spin = 62.64 kcal/mol
maximum force = 2.16 eV Å⁻¹
orbital gap = 8.6 eV

Each line ends with the natural charge from an NBO analysis.
Cartesian coordinates (Å):
O -2.147 5.101 0.799  -0.61
O -0.898 -3.790 -3.808  -0.53
O 1.944 3.037 0.656  -0.64
N -0.002 -1.651 -2.310  -0.42
N -0.107 4.029 0.693  -0.63
N 0.047 1.684 0.671  -0.43
C -0.781 -2.658 -1.632  -0.24
C 0.575 -0.665 -1.572  0.09
C 1.122 0.457 0.588  -0.09
C -0.273 -2.722 -4.533  -0.07
C -2.124 2.768 0.717  -0.20
C -1.312 1.676 0.668  0.09
C 1.815 0.017 1.898  0.05
C 0.990 -0.680 2.772  -0.24
C -0.111 -1.422 -3.744  -0.24
C -1.502 4.055 0.745  0.64
C 2.735 -0.672 4.441  -0.21
C 0.724 -0.738 -0.229  -0.38
C 1.434 -1.021 4.058  -0.21
C -3.617 2.641 0.744  -0.64
C -1.643 -3.435 -2.627  -0.07
C 0.725 2.908 0.672  0.78
C 3.605 -0.030 3.548  -0.21
C 3.148 0.314 2.267  -0.22
H -1.761 0.684 0.661  0.21
H 0.707 -3.128 -4.852  0.19
H -0.101 -3.366 -1.133  0.20
H 0.739 -1.505 4.762  0.22
H 3.069 -0.886 5.454  0.21
H 0.811 -0.915 -4.063  0.22
H -0.965 -0.749 -3.974  0.18
H -0.850 -2.518 -5.463  0.18
H 1.816 1.112 0.030  0.25
H -0.054 -0.886 2.493  0.21
H -2.008 -4.393 -2.210  0.21
H 0.881 0.249 -2.093  0.20
H 0.467 -1.651 0.296  0.21
H 4.635 0.207 3.850  0.22
H -2.528 -2.829 -2.922  0.16
H 3.807 0.842 1.569  0.23
H -4.082 3.642 0.750  0.26
H -3.942 2.102 1.663  0.22
H -1.422 -2.218 -0.847  0.20
H 0.415 4.906 0.707  0.43
H -3.982 2.100 -0.159  0.21

***

Entry from the Open Molecules 2025 dataset: C18H21N3O4S2 in the gas phase (the ωB97M-V functional and the def2-TZVPD basis).

Output
SMILES = COC(=O)[C@@H](CSCc1ccccc1)NC(=O)CSc1nc(C)cc(=O)[nH]1
ΔE to the lowest compared entry with this formula, charge and spin = 3.79 kcal/mol
maximum force = 0.68 eV Å⁻¹
orbital gap = 9.1 eV

Each line ends with the natural charge from an NBO analysis.
Cartesian coordinates (Å):
S -2.129 -0.011 -1.244  0.26
S 0.973 0.601 3.801  0.21
O 1.760 0.647 -0.834  -0.53
O -0.620 -2.396 1.372  -0.62
O 3.213 -0.957 -0.247  -0.59
O 0.765 -0.613 -5.178  -0.61
N -0.255 -1.827 -1.477  -0.57
N -0.026 -0.252 0.941  -0.65
N -0.538 -0.451 -3.331  -0.60
C -2.111 1.790 2.931  -0.21
C -0.866 2.368 2.712  -0.04
C 0.196 2.269 3.754  -0.53
C -0.861 -1.319 0.884  0.73
C -0.853 -0.864 -2.089  0.34
C -3.104 1.877 1.973  -0.22
C 1.144 -2.124 -3.373  -0.40
C 0.757 -2.477 -2.114  0.28
C 2.523 0.907 -2.009  -0.26
C 0.504 -1.047 -4.078  0.63
C -2.860 2.528 0.773  -0.23
C -0.628 3.018 1.506  -0.19
C 1.408 -3.556 -1.320  -0.67
C 2.225 -0.313 -0.027  0.80
C 1.896 0.612 2.227  -0.53
C 1.370 -0.430 1.236  -0.17
C -1.618 3.093 0.540  -0.21
C -2.220 -1.018 0.262  -0.61
H -3.634 2.595 0.024  0.22
H -1.422 3.601 -0.392  0.22
H -2.296 1.274 3.862  0.22
H 2.939 0.395 2.459  0.24
H -4.076 1.447 2.165  0.22
H -1.045 0.306 -3.773  0.43
H 2.368 -3.198 -0.947  0.25
H 1.940 1.602 -2.606  0.20
H 1.484 -1.437 1.653  0.27
H 1.586 -4.435 -1.933  0.23
H -0.219 2.385 4.754  0.24
H -0.288 0.607 0.476  0.42
H 0.993 2.997 3.605  0.22
H -2.712 -1.960 0.024  0.26
H 0.330 3.487 1.325  0.20
H 1.814 1.612 1.804  0.22
H 1.946 -2.636 -3.877  0.24
H -2.830 -0.443 0.959  0.26
H 3.485 1.348 -1.738  0.19
H 0.780 -3.806 -0.469  0.25
H 2.701 -0.017 -2.561  0.21

***

Entry from the Open Molecules 2025 dataset: C18H21N5O2 in the gas phase at a distorted geometry (the ωB97M-V functional and the def2-TZVPD basis).

Output
SMILES = Cn1c(=O)cc(N2CCC[C@@H](N)C2)n(Cc2ccccc2C#N)c1=O
ΔE to the lowest compared entry with this formula, charge and spin = 23.02 kcal/mol
maximum force = 1.06 eV Å⁻¹
orbital gap = 8.7 eV

Each line ends with the natural charge from an NBO analysis.
Cartesian coordinates (Å):
O -1.204 -0.056 -3.454  -0.64
O 0.229 4.067 -2.242  -0.61
N -0.095 0.126 -1.486  -0.45
N 1.143 0.280 0.506  -0.46
N 1.591 -3.965 0.396  -0.31
N 3.276 2.196 2.994  -0.82
N -0.558 2.011 -2.818  -0.46
C 0.709 2.252 -0.822  -0.46
C 2.335 0.829 1.121  -0.23
C 0.576 0.923 -0.572  0.47
C 1.205 0.957 3.341  -0.40
C -0.656 0.661 -2.642  0.80
C -1.081 -2.094 -0.867  0.11
C -1.856 -4.000 0.428  -0.14
C -0.060 0.465 2.649  -0.41
C 0.297 -0.424 1.454  -0.22
C -1.173 2.549 -4.018  -0.42
C -2.403 -1.730 -1.072  -0.23
C 0.058 -1.322 -1.484  -0.28
C 2.066 1.734 2.345  -0.06
C -3.165 -3.614 0.217  -0.22
C -3.436 -2.479 -0.532  -0.17
C 0.517 -3.643 0.152  0.28
C -0.814 -3.244 -0.109  -0.23
C 0.151 2.884 -1.979  0.66
H 2.906 1.368 0.361  0.22
H 1.774 0.104 3.720  0.19
H -2.246 2.358 -4.002  0.21
H -4.458 -2.178 -0.705  0.22
H 0.121 -1.625 -2.538  0.26
H 3.835 1.409 3.308  0.35
H -2.625 -0.864 -1.674  0.24
H 3.840 2.749 2.359  0.36
H -0.676 -0.107 3.343  0.22
H 0.835 -1.313 1.802  0.20
H 2.935 -0.028 1.456  0.20
H -3.972 -4.197 0.632  0.22
H 0.961 1.601 4.186  0.22
H 1.000 -1.565 -0.985  0.24
H -0.621 -0.737 0.958  0.22
H -0.642 1.320 2.298  0.20
H -1.625 -4.882 1.007  0.23
H 1.212 2.903 -0.129  0.23
H 1.515 2.625 2.026  0.19
H -0.977 3.619 -4.027  0.25
H -0.746 2.075 -4.901  0.21

***

Question: Look up the ΔE to the lowest compared entry with this formula, charge and spin of the third one.
Answer: 29.26 kcal/mol

***

Question: Among the records above, which one has the highest maximum force?
Answer: C18H21InP2

***

Question: ΔE to the lowest compared entry with this formula, charge and spin of number 3 (C18H21IrN6O2SSe)?
Answer: 29.26 kcal/mol

***

Question: Look up the ΔE to the lowest compared entry with this formula, charge and spin of the second one.
Answer: 46.92 kcal/mol